The following is a DFT calculation (ωB97M-V/def2-TZVPD) of a structure of composition C34H70AlBCl30NO2.

The geometry in XYZ format:
```
139
C34H70AlBCl30NO2, DFT ωB97M-V/def2-TZVPD
C 7.65 4.37 -0.27
C 6.99 3.38 -0.41
C 6.14 2.07 -0.34
C 4.59 2.30 -0.64
C 3.64 1.53 0.39
Al 3.59 -0.49 0.05
C 2.18 -1.50 1.12
C 1.58 -0.72 2.37
C -0.02 -0.83 2.25
C -0.46 0.26 1.18
C -1.49 -0.26 0.10
C -2.31 0.94 -0.52
C -1.63 1.66 -1.75
C -0.16 2.20 -1.50
C -0.03 3.30 -0.39
C -1.03 4.51 -0.52
O -2.25 4.14 0.15
C -3.42 4.54 -0.56
N 3.35 -0.71 -1.87
C 2.04 -1.32 -2.18
C 1.69 -1.36 -3.75
B 5.46 -1.28 0.66
C 6.63 -1.56 -0.43
O 5.63 -1.59 2.08
H 8.21 5.24 0.13
H 6.55 1.32 -1.09
H 6.24 1.64 0.70
H 4.40 3.41 -0.58
H 4.40 1.95 -1.69
H 4.05 1.76 1.42
H 2.60 1.99 0.32
H 2.64 -2.47 1.53
H 1.32 -1.86 0.47
H 1.90 0.37 2.37
H 1.91 -1.13 3.37
H -0.31 -1.87 1.98
H -0.49 -0.52 3.24
H 0.48 0.66 0.70
H -0.91 1.15 1.73
H -2.24 -0.89 0.67
H -1.02 -0.92 -0.69
H -3.28 0.48 -0.92
H -2.66 1.66 0.29
H -1.57 0.92 -2.61
H -2.26 2.52 -2.14
H 0.17 2.69 -2.48
H 0.60 1.37 -1.33
H 1.02 3.75 -0.50
H -0.08 2.92 0.67
H -1.17 4.90 -1.57
H -0.58 5.37 0.08
H -3.76 5.56 -0.20
H -3.28 4.51 -1.68
H -4.23 3.77 -0.34
H 4.10 -1.35 -2.15
H 1.23 -0.69 -1.69
H 2.01 -2.35 -1.71
H 2.59 -1.14 -4.39
H 0.84 -0.64 -3.94
H 1.30 -2.39 -3.99
H 6.72 -2.67 -0.62
H 6.35 -1.07 -1.42
H 7.61 -1.10 -0.10
H 5.67 -0.73 2.53
C 2.34 -4.95 -6.10
Cl 3.73 -3.91 -5.75
Cl 1.14 -4.88 -4.81
H 1.88 -4.62 -7.03
H 2.69 -5.98 -6.20
C -5.68 7.71 -0.95
Cl -4.73 7.63 -2.44
Cl -6.70 6.28 -0.77
H -5.00 7.77 -0.10
H -6.31 8.60 -0.98
C -9.14 3.23 -0.45
Cl -10.28 3.14 0.89
Cl -9.78 2.42 -1.89
H -8.95 4.27 -0.69
H -8.21 2.74 -0.16
C 1.13 -6.63 -1.07
Cl 2.07 -7.89 -1.88
Cl 1.79 -5.03 -1.38
H 0.10 -6.66 -1.44
H 1.14 -6.82 0.00
C -8.43 0.57 3.48
Cl -7.77 -0.90 4.22
Cl -7.41 1.13 2.15
H -9.42 0.35 3.09
H -8.49 1.34 4.23
C -4.11 -3.74 1.14
Cl -4.09 -2.40 2.29
Cl -2.94 -3.49 -0.17
H -3.86 -4.66 1.66
H -5.10 -3.82 0.71
C 4.98 -3.00 5.27
Cl 5.40 -1.86 6.56
Cl 3.25 -2.95 4.92
H 5.53 -2.72 4.37
H 5.26 -4.00 5.58
C 1.66 -6.51 5.06
Cl 0.51 -6.63 6.40
Cl 0.99 -7.24 3.59
H 1.87 -5.46 4.87
H 2.57 -7.03 5.33
C 2.98 -11.29 -2.18
Cl 3.98 -11.38 -3.64
Cl 1.91 -12.70 -2.05
H 3.62 -11.26 -1.31
H 2.37 -10.39 -2.23
C 2.30 -0.33 7.29
Cl 0.85 0.30 6.49
Cl 3.35 0.98 7.84
H 2.00 -0.92 8.14
H 2.85 -0.94 6.58
C 9.21 -2.23 2.04
Cl 9.81 -2.70 3.64
Cl 9.82 -3.32 0.79
H 8.13 -2.27 2.05
H 9.55 -1.22 1.82
C -2.96 10.70 0.14
Cl -2.63 9.02 0.55
Cl -4.05 11.45 1.31
H -2.02 11.25 0.13
H -3.42 10.74 -0.85
C -13.41 2.51 -3.49
Cl -14.56 2.42 -2.15
Cl -14.05 1.70 -4.93
H -13.22 3.55 -3.72
H -12.49 2.02 -3.20
C -14.52 2.84 -8.80
Cl -15.98 3.38 -9.64
Cl -13.53 4.21 -8.29
H -14.81 2.27 -7.92
H -13.94 2.21 -9.47
C 12.76 -0.88 2.84
Cl 12.28 0.46 3.88
Cl 13.13 -0.32 1.20
H 13.65 -1.35 3.25
H 11.94 -1.60 2.79
```

Results
**Net charge**: -1
**HOMO-LUMO gap**: 5.62 eV
**E**: -424923.0889 eV
**Lowest unoccupied orbital energy**: 1.441 eV